18
Properties=species:S:1:pos:R:3:lowdin_charge:R:1 method="wB97M-V/def2-TZVPD" relative_energy_kj_mol=0.0 gap_ev=8.8 e_lumo_ev=0.49 total_charge=0
C 1.085 0.595 -0.268 -0.1793
C -1.224 -0.976 0.530 -0.4234
C 0.074 1.399 0.435 -0.4802
C 0.155 -2.836 -0.536 -0.0598
C 0.276 2.886 0.109 -0.6660
N 1.028 -0.688 -0.498 0.0312
N 0.061 -1.416 -0.074 -0.2908
F 1.458 3.327 0.568 0.1445
F 0.293 3.136 -1.189 0.1495
F -0.759 3.597 0.685 0.0813
Se -1.691 0.799 -0.155 1.0485
H 1.746 1.156 -0.895 0.1067
H -2.007 -1.727 0.298 0.0709
H -1.208 -0.843 1.646 0.0808
H 0.170 1.340 1.504 0.1163
H 0.516 -2.773 -1.532 0.0428
H 0.921 -3.558 -0.002 0.1071
H -0.895 -3.422 -0.625 0.1197